No. 1
93
Properties=species:S:1:pos:R:3:forces:R:3:lowdin_charge:R:1 method="wB97M-V/def2-TZVPD" smiles="O=C1NC(=O)c2cc(Cl)c(F)cc21.O=S1(=O)OCCO1.O=S1(=O)OCCO1.O=S1(=O)OCCO1.O=S1(=O)OCCO1.O=S1(=O)OCCO1.O=S1(=O)OCCO1.O=S1(=O)OCCO1" homo_lumo_gap_ha=0.3460 lumo_energy_ev=-0.3654
O 1.785760 0.025606 6.155635 -0.515 -0.557 -0.342 0.16
C 0.874638 -0.400243 5.509140 -0.385 -0.685 0.402 -0.34
N -0.266891 0.406902 5.083732 0.312 0.676 -0.353 0.13
C -0.646066 -0.168898 3.820918 -0.532 -1.628 -0.581 -0.36
O -1.045819 0.404325 2.844588 -0.012 0.033 0.706 0.13
C -0.375883 -1.669830 3.946548 0.359 -0.185 -0.161 -0.09
C -0.895835 -2.793533 3.243682 1.201 1.394 0.810 -0.03
C -0.367072 -4.020648 3.612842 -0.380 -0.091 -0.498 -0.56
Cl -0.919393 -5.452347 2.780425 0.219 0.310 0.365 0.72
C 0.607583 -4.126012 4.616544 0.059 -0.276 0.081 -0.28
F 1.098898 -5.337409 4.899882 -0.161 0.094 -0.040 0.07
C 1.086688 -3.043100 5.321842 0.221 0.519 0.061 0.09
C 0.579642 -1.799128 4.968525 -0.237 0.215 -0.726 -0.08
H -1.031051 0.151537 5.716394 0.055 0.490 0.107 0.15
H -1.651809 -2.671546 2.471966 0.213 -0.184 0.174 0.13
H 1.837273 -3.136088 6.105747 -0.177 -0.201 -0.254 0.15
O -3.224216 1.157555 -3.362287 0.207 -0.166 -0.258 -0.21
S -2.171319 1.066393 -2.417135 -0.387 0.159 0.795 0.61
O -0.832271 0.784152 -2.803128 -0.012 0.089 -0.280 -0.24
O -2.608341 0.033041 -1.270982 -0.146 0.378 -0.428 -0.18
C -2.575931 0.684702 0.009903 0.535 0.104 0.420 -0.16
C -2.856108 2.138997 -0.286498 -0.698 0.022 0.207 -0.16
O -2.165354 2.397390 -1.519732 0.385 -0.470 -0.157 -0.19
H -1.581550 0.551393 0.435634 -0.057 -0.011 0.058 0.11
H -3.314234 0.248861 0.677825 -0.054 -0.129 -0.198 0.14
H -2.502277 2.800759 0.499508 0.163 0.086 -0.186 0.14
H -3.922115 2.312404 -0.452663 0.016 0.036 0.046 0.13
O 4.836520 -2.426667 -2.951515 0.198 -0.255 -0.116 -0.23
S 3.629359 -2.603616 -3.680015 -0.493 0.561 -0.027 0.61
O 3.274732 -3.846482 -4.261119 0.190 -0.148 0.173 -0.21
O 3.552545 -1.458196 -4.804121 0.177 -0.101 0.451 -0.19
C 2.357874 -0.684104 -4.631255 -0.525 -0.076 -0.163 -0.16
C 2.061668 -0.754534 -3.150789 0.150 0.541 0.212 -0.16
O 2.405323 -2.096042 -2.775210 0.127 -0.281 -0.505 -0.18
H 1.562365 -1.147306 -5.218546 -0.006 0.028 0.021 0.14
H 2.511973 0.335815 -4.974254 0.243 -0.079 -0.028 0.14
H 1.020151 -0.545646 -2.924689 0.012 -0.251 0.060 0.10
H 2.699920 -0.070614 -2.586022 -0.022 0.018 -0.032 0.14
O -4.576519 4.757674 1.289972 -0.074 0.136 0.225 -0.23
S -4.566099 6.051927 0.701433 0.005 -0.042 -0.740 0.61
O -4.586007 7.239824 1.473158 0.100 -0.155 0.250 -0.21
O -5.746195 6.113009 -0.385139 0.378 -0.288 0.216 -0.18
C -5.206066 6.427491 -1.676249 0.041 0.490 -0.259 -0.16
C -3.799516 5.876481 -1.655416 -0.127 -0.573 -0.236 -0.15
O -3.330625 6.134255 -0.324807 -0.298 0.321 0.242 -0.19
H -5.207300 7.514157 -1.790093 0.022 -0.019 -0.010 0.14
H -5.805889 5.978158 -2.461631 0.012 0.104 0.304 0.08
H -3.153282 6.351594 -2.388642 0.122 0.110 0.221 0.14
H -3.795220 4.795336 -1.814339 -0.031 0.030 -0.087 0.12
O 10.501504 -4.939967 -0.641697 0.048 -0.111 0.307 -0.22
S 9.286704 -4.357646 -0.191218 -0.374 0.193 -0.627 0.61
O 9.081965 -3.989507 1.163609 0.261 -0.003 0.043 -0.22
O 8.074222 -5.309716 -0.658178 0.402 0.115 -0.111 -0.19
C 7.159173 -4.562080 -1.466777 -0.437 0.376 0.100 -0.16
C 8.005628 -3.492742 -2.123380 0.124 -0.218 -0.535 -0.16
O 8.940727 -3.093888 -1.116943 0.000 -2.051 0.294 -0.26
H 6.403449 -4.121979 -0.812982 -0.011 0.023 -0.059 0.13
H 6.675045 -5.209905 -2.193458 0.146 -0.159 0.090 0.14
H 7.416031 -2.642641 -2.456839 0.093 0.117 0.234 0.12
H 8.568750 -3.898068 -2.968263 -0.059 -0.006 -0.019 0.14
O -2.885067 -2.261544 5.104116 -0.018 0.018 0.256 -0.22
S -3.470160 -3.310581 5.864152 -0.671 -0.260 -0.063 0.61
O -2.794560 -3.924178 6.945971 0.201 0.240 0.025 -0.20
O -3.966363 -4.446323 4.842473 0.057 0.539 0.017 -0.19
C -5.371612 -4.669454 5.005123 -0.311 -0.334 0.328 -0.16
C -5.922301 -3.343181 5.484477 -0.151 0.205 -0.517 -0.16
O -4.919338 -2.834593 6.370703 0.316 -0.407 0.063 -0.18
H -5.508586 -5.451769 5.754532 -0.023 0.017 -0.014 0.14
H -5.816871 -4.987539 4.065599 0.242 0.043 -0.094 0.14
H -6.872618 -3.447653 6.001328 0.148 0.067 0.225 0.14
H -6.034367 -2.637467 4.657858 -0.044 -0.042 -0.005 0.13
O 10.401281 -0.475318 -2.344958 -0.160 -0.166 -0.080 -0.20
S 9.443349 -0.039632 -1.394145 -0.029 0.473 0.234 0.63
O 8.630772 -0.944428 -0.671727 -0.083 1.536 0.174 -0.21
O 8.503616 1.065391 -2.100938 0.463 -0.050 -0.010 -0.19
C 8.564196 2.293320 -1.370985 -0.273 0.150 0.398 -0.17
C 9.938836 2.302611 -0.734592 0.271 0.248 -0.393 -0.17
O 10.169293 0.945951 -0.347443 -0.462 -0.129 -0.046 -0.18
H 7.776260 2.280739 -0.614355 0.030 0.037 0.011 0.13
H 8.411450 3.138769 -2.037913 0.004 -0.170 -0.171 0.13
H 9.994623 2.960911 0.128699 0.017 -0.225 0.137 0.14
H 10.708345 2.585208 -1.457260 -0.038 0.060 0.006 0.13
O -6.421378 5.008474 -4.312318 0.260 -0.094 0.048 -0.22
S -6.981670 3.948665 -3.549192 -0.742 -0.528 -0.327 0.60
O -6.289060 3.345018 -2.469952 0.214 0.320 0.058 -0.20
O -7.469454 2.806499 -4.564416 0.022 0.514 0.066 -0.18
C -8.870076 2.563920 -4.390229 -0.292 -0.334 0.331 -0.16
C -9.435262 3.882574 -3.907489 -0.175 0.208 -0.522 -0.16
O -8.431160 4.405193 -3.029890 0.316 -0.399 0.096 -0.18
H -8.990009 1.780439 -3.639022 -0.025 0.015 -0.014 0.14
H -9.318458 2.238852 -5.325756 0.241 0.050 -0.097 0.14
H -10.379642 3.765516 -3.382557 0.151 0.071 0.229 0.14
H -9.563866 4.586002 -4.733338 -0.038 -0.042 -0.006 0.14



No. 2
58
Properties=species:S:1:pos:R:3:forces:R:3:mulliken_spin:R:1 method="wB97M-V/def2-TZVPD" spin_multiplicity=8 homo_lumo_gap_ha="0.1502 / 0.2527" relative_energy_kcal_mol=27.3 lumo_energy_ev="-0.8230 / 0.0389" s_squared=15.8467
C -3.154835 -0.318792 -0.004583 -2.565 -0.297 -0.727 0.01
C -2.765528 0.895001 -0.929114 -2.158 0.247 -1.221 0.03
H -2.595840 -1.265696 -0.165510 -0.238 0.396 -0.042 0.00
H -4.189596 -0.586566 -0.255915 0.339 -0.039 0.110 0.00
H -3.203219 -0.077217 1.075585 0.115 -0.024 -0.426 0.00
H -2.007841 0.688869 -1.707255 -0.216 -0.150 0.206 -0.01
H -3.673602 1.154775 -1.484416 0.314 0.064 0.041 0.00
H -2.489001 1.823136 -0.390998 0.032 -0.386 0.063 -0.01
C 0.240488 -2.877689 0.045729 0.788 -0.639 -0.675 -0.02
C 1.133934 -3.927886 -0.189998 -1.064 0.422 0.730 0.08
C 2.153543 -3.745281 -1.132286 0.305 0.767 -0.777 0.06
C 2.274525 -2.514320 -1.771895 -0.007 -0.709 0.314 0.00
H -0.568524 -2.957384 0.785963 0.385 -0.093 -0.344 0.01
H 1.012617 -4.861313 0.356900 0.100 0.233 -0.140 0.01
H 2.853373 -4.546705 -1.362749 -0.168 0.170 0.082 0.01
H 3.065723 -2.316125 -2.490846 -0.105 -0.292 0.268 0.02
N 0.321833 -1.709340 -0.622659 -0.377 0.442 0.323 0.11
C 1.378968 -1.478099 -1.461061 0.176 1.018 -0.220 0.11
C 1.617808 -0.080438 -1.885327 -0.305 -0.997 0.351 0.10
N 0.772161 0.870276 -1.384157 -0.379 0.030 0.651 0.11
C 1.062793 2.178706 -1.536592 0.769 -0.003 -0.809 -0.01
C 3.009389 1.646871 -2.850229 0.037 -0.944 -0.130 0.05
C 2.169988 2.609399 -2.277158 -1.074 0.253 0.731 0.08
H 0.377891 2.873106 -1.033057 0.372 -0.214 -0.326 0.01
H 2.348439 3.675697 -2.388437 0.046 -0.236 0.026 0.01
C 2.731238 0.299547 -2.653229 0.248 0.471 -0.231 0.01
H 3.368250 -0.483204 -3.065729 -0.071 0.468 0.066 0.02
H 3.875614 1.943363 -3.439981 -0.200 -0.065 0.153 0.01
Eu -0.916671 0.243010 0.377941 5.625 -0.040 3.064 6.35
C -0.944093 2.602795 1.198491 -0.160 -0.465 -0.328 -0.13
H -1.251243 3.387378 0.485921 0.130 0.035 0.484 0.01
H 0.104869 2.738457 1.520476 -0.431 0.119 -0.026 0.00
H -1.617642 2.563505 2.076457 0.299 0.292 -0.224 0.01
C 3.129637 -0.601681 1.411145 0.066 -0.021 -0.089 0.01
Si 2.064997 -0.317396 2.927460 -1.166 0.058 -0.332 0.00
C 2.409232 -1.702727 4.136818 0.211 -0.041 0.199 0.00
C 2.566877 1.353001 3.606206 0.416 0.085 0.194 0.00
N 0.362568 -0.342131 2.507149 0.417 -0.368 -0.652 -0.02
C -0.656869 -0.273629 3.405907 -0.074 0.014 -0.194 -0.01
C -1.900511 -0.912109 3.074725 0.347 0.558 -0.037 0.01
C -3.083028 -0.521100 3.702719 0.038 0.172 0.353 0.00
C -3.041634 0.404312 4.751305 -0.507 -0.117 -0.212 0.00
C -1.810917 0.885970 5.217048 0.370 -0.438 -0.112 0.00
C -0.623032 0.504077 4.607782 -0.468 -0.018 -0.183 0.00
H 4.182959 -0.461687 1.699793 -0.218 -0.038 -0.098 0.00
H 2.913134 0.107359 0.601224 0.031 -0.095 0.121 0.00
H 3.024767 -1.620025 1.018037 -0.024 0.138 0.018 0.00
H 3.477395 -1.719921 4.391185 -0.154 -0.075 0.041 0.00
H 1.838605 -1.591036 5.066829 0.078 -0.012 -0.133 0.00
H 2.147450 -2.672761 3.693665 0.044 0.199 0.050 0.00
H 2.216588 2.158238 2.947620 0.041 -0.144 0.111 0.00
H 2.194839 1.548735 4.617738 0.111 0.017 -0.184 0.00
H 3.664579 1.390837 3.641091 -0.136 0.151 0.042 0.00
H -1.882467 -1.697767 2.301111 -0.046 0.328 0.356 -0.01
H -4.036952 -0.941812 3.366453 0.263 0.109 0.254 0.00
H -3.969688 0.732504 5.222357 0.270 -0.111 -0.128 0.00
H -1.777970 1.568226 6.068158 -0.050 -0.210 -0.188 0.00
H 0.338533 0.856988 4.984198 -0.422 0.021 -0.213 0.00